No. 1
{
  "formula": "C7H11INP",
  "method": "wB97M-V/def2-TZVPD",
  "symbols": ["C", "H", "H", "P", "H", "C", "H", "H", "H", "H", "N", "C", "H", "H", "C", "H", "C", "I", "C", "C", "H"],
  "xyz": [[1.34939, 3.09390, -0.52715], [-1.37918, 0.81698, -1.02864], [-1.96900, -2.13712, 1.33685], [1.82241, 1.94831, 0.78854], [-0.97544, -1.11806, -2.01478], [0.25914, 2.35163, -0.92990], [3.15634, 2.01118, 1.13601], [-0.34254, 2.93294, -1.53909], [0.02796, -2.56459, -1.59948], [1.33758, 2.11454, 2.08314], [1.39741, 0.18656, 0.81476], [-1.53120, -1.17082, 1.16443], [-1.63555, -2.58946, -1.10803], [0.35046, -1.91716, 0.57524], [0.12174, 0.07561, 0.10022], [-2.31462, -0.50481, 0.89886], [-0.39807, 1.07066, -0.63551], [2.90935, -0.59183, -0.31731], [-0.77984, -1.90487, -1.30363], [-0.43801, -1.33088, 0.10729], [-0.96832, -0.77269, 1.99816]],
  "mulliken_charge": [-0.75, 0.37, 0.41, 0.24, 0.35, -0.47, 0.14, 0.40, 0.30, 0.11, -0.68, -1.44, 0.30, 0.36, 0.47, 0.33, -0.42, 0.16, -1.05, 0.46, 0.39],
  "homo_ha": -0.3074,
  "de_lowest_kcal_mol": 40.8,
  "e_tot_ev": -26311.7302,
  "orbital_gap_ev": 7.80,
  "spin_multiplicity": 1
}

---

No. 2
{
  "formula": "C7H11IO3P",
  "method": "wB97M-V/def2-TZVPD",
  "symbols": ["C", "H", "H", "C", "O", "C", "H", "P", "C", "C", "H", "H", "H", "H", "H", "H", "O", "I", "C", "O", "H", "C", "H"],
  "xyz": [[-0.87723, -1.91116, -1.97724], [-0.05325, -2.25068, -2.64225], [-3.08708, 0.51316, -1.08291], [1.31676, 1.92856, 1.62435], [1.13804, 0.50262, 1.33245], [1.27076, 2.84254, 0.35771], [0.48851, 2.32464, 2.40192], [-0.27411, -0.28598, 1.31787], [-0.96798, -0.00861, -0.40519], [-2.10404, 0.16467, -1.01078], [2.35081, 2.05483, 2.16446], [-0.43419, 0.29474, -2.56219], [1.50865, 2.17347, -0.59056], [1.49033, -2.01984, 0.96692], [2.09765, 3.57279, 0.44277], [0.24397, 3.17094, 0.30401], [-1.25278, 0.23624, 2.31766], [3.01998, -2.30807, 0.11107], [-1.44654, -2.72031, -1.08657], [0.12943, -1.72151, 1.36163], [-2.21720, -2.39107, -0.37504], [-0.91966, -0.35188, -1.82621], [-1.42083, -3.81011, -1.14390]],
  "mulliken_charge": [-0.09, 0.30, 0.41, -0.28, -0.26, -0.90, 0.24, 0.80, 0.07, -0.60, 0.26, 0.32, 0.18, 0.28, 0.34, 0.30, -0.81, -0.52, -0.81, -0.64, 0.22, -0.09, 0.27],
  "charge": -1,
  "homo_ha": -0.1968,
  "de_lowest_kcal_mol": 0.0,
  "e_tot_ev": -30970.0267,
  "orbital_gap_ev": 8.46,
  "spin_multiplicity": 1
}

---

No. 3
{
  "formula": "C7H11N",
  "method": "wB97M-V/def2-TZVPD",
  "symbols": ["C", "H", "H", "H", "C", "C", "H", "C", "H", "C", "H", "C", "H", "C", "N", "H", "H", "H", "H"],
  "xyz": [[2.31115, 1.29400, -0.04383], [-2.15184, 1.25919, -1.88500], [-0.01126, -2.43336, 0.88466], [1.56865, 2.04524, 0.20818], [0.08657, -1.92186, -0.07493], [0.49156, -0.48667, 0.12041], [-0.86093, -1.98450, -0.61096], [1.72744, -0.07412, -0.18485], [3.07407, 1.30172, 0.73619], [-2.55030, 0.83779, -0.97851], [-2.01350, -0.99545, 1.49287], [-0.47438, 0.40506, 0.80121], [-3.62157, 0.73087, -0.91760], [-1.76620, 0.47533, 0.00693], [-1.76666, -0.03712, 1.28692], [2.43391, -0.81747, -0.53524], [0.83050, -2.45287, -0.66361], [-0.08927, 1.26331, 1.33914], [2.78206, 1.59090, -0.98200]],
  "mulliken_charge": [-1.22, 0.26, 0.31, 0.33, -1.53, 1.02, 0.36, -0.51, 0.28, -0.93, 0.30, 0.01, 0.25, 0.19, -0.58, 0.31, 0.40, 0.43, 0.33],
  "homo_ha": -0.3057,
  "de_lowest_kcal_mol": 68.4,
  "e_tot_ev": -8924.7634,
  "orbital_gap_ev": 9.34,
  "smiles": "C=C1N[C@H]1/C(C)=C\\C",
  "spin_multiplicity": 1
}

---

No. 4
{
  "formula": "C7H11N",
  "method": "wB97M-V/def2-TZVPD",
  "symbols": ["H", "C", "H", "N", "H", "H", "C", "H", "H", "C", "C", "H", "C", "H", "H", "H", "C", "C", "H"],
  "xyz": [[0.28165, -0.21445, -2.79972], [-0.89077, 0.28872, -0.19938], [0.76851, -1.14451, 2.45491], [-0.42259, 1.35346, 0.55900], [0.49256, 1.25982, 2.86627], [-1.00091, -1.19816, 2.51166], [-0.04165, 0.97888, -1.07576], [0.38813, -2.65885, -1.22698], [-1.17701, -1.58025, -1.62415], [0.40269, 0.85478, 1.67482], [-0.19486, -0.67030, 1.83109], [1.48940, 0.74628, 1.21341], [0.01569, -1.42415, -1.28833], [-0.44834, 1.92247, -1.35544], [1.22613, -0.65277, 0.18492], [-1.86255, -0.01426, -0.30314], [0.06154, -0.87228, 0.16521], [0.81438, -0.13510, -1.80092], [1.79841, -0.06282, -1.67507]],
  "mulliken_charge": [0.29, -0.30, 0.23, -0.58, 0.29, 0.28, -0.36, 0.25, 0.27, -0.25, -0.68, 0.25, -0.47, 0.47, 0.16, 0.61, -0.15, -0.86, 0.54],
  "homo_ha": -0.3121,
  "de_lowest_kcal_mol": 233.9,
  "e_tot_ev": -8917.5869,
  "orbital_gap_ev": 9.53,
  "smiles": "C1C[C@H]2[C@H]3[C@H]1CCN32",
  "spin_multiplicity": 1
}

---

No. 5
{
  "formula": "C7H11N",
  "method": "wB97M-V/def2-TZVPD",
  "symbols": ["C", "H", "H", "N", "C", "H", "H", "H", "H", "H", "C", "H", "H", "H", "C", "C", "C", "H", "C"],
  "xyz": [[0.26607, 0.63429, -0.02354], [-2.15679, -1.32618, 2.71818], [-0.93164, 2.16397, -0.97690], [1.71940, -1.13812, -1.10813], [-2.18809, -1.47942, 1.65057], [-3.17073, -1.52905, 1.20311], [0.25476, -2.89939, -0.02099], [0.00226, 1.17947, -2.10505], [-0.34522, 0.63134, 0.88343], [2.21288, -0.35905, -1.53603], [-1.11373, -1.64828, 0.94650], [2.09940, 1.61392, -0.66565], [-1.44451, 0.51298, -1.34739], [1.14713, 2.53415, 0.49685], [0.73491, -0.82641, -0.38120], [-0.58088, 1.15503, -1.18635], [-0.06887, -1.89021, 0.19406], [2.08714, 1.13837, 1.03436], [1.47650, 1.53258, 0.22417]],
  "mulliken_charge": [0.54, 0.27, 0.40, -0.76, -0.74, 0.25, 0.45, 0.30, 0.26, 0.25, 0.11, 0.34, 0.32, 0.43, 0.58, -1.26, -0.46, 0.35, -1.62],
  "homo_ha": -0.3465,
  "de_lowest_kcal_mol": 48.6,
  "e_tot_ev": -8925.6193,
  "orbital_gap_ev": 10.37,
  "smiles": "[H]/N=C(/C=C=C)C(C)C",
  "spin_multiplicity": 1
}

---

No. 6
{
  "formula": "C7H11N",
  "method": "wB97M-V/def2-TZVPD",
  "symbols": ["C", "H", "H", "H", "H", "H", "H", "C", "H", "H", "C", "C", "C", "H", "C", "H", "H", "C", "N"],
  "xyz": [[0.44233, -1.53639, 0.65154], [1.16755, 0.13388, -2.53838], [0.54762, 1.79792, 1.37084], [2.48029, 1.03925, -0.50735], [-1.21216, 1.38837, -0.15582], [-0.18428, -2.22877, 0.11600], [0.70497, -1.94567, 1.62240], [1.30841, 1.03416, -0.34217], [-2.32234, 0.52656, 1.63207], [1.14088, 2.16534, -0.54590], [-1.68251, -0.21301, 1.11763], [-1.20772, 0.22691, -0.21886], [0.64058, 0.28684, -1.55625], [1.34958, -1.38972, 0.13301], [-0.21386, -0.13642, 0.80206], [-1.98706, -1.21568, 1.44469], [-1.14972, -0.62771, -2.45258], [-0.65946, -0.15061, -1.59389], [0.83689, 0.84475, 1.02098]],
  "mulliken_charge": [-1.43, 0.31, 0.35, 0.23, 0.17, 0.39, 0.38, -0.76, 0.24, 0.34, -0.87, 0.26, -0.09, 0.40, 0.69, 0.25, 0.39, -0.77, -0.47],
  "homo_ha": -0.3128,
  "de_lowest_kcal_mol": 100.6,
  "e_tot_ev": -8923.3663,
  "orbital_gap_ev": 9.57,
  "smiles": "C[C@]12C[C@@H]1C=CCN2",
  "spin_multiplicity": 1
}

---

No. 7
{
  "formula": "C7H11N",
  "method": "wB97M-V/def2-TZVPD",
  "symbols": ["C", "H", "H", "N", "H", "H", "H", "C", "C", "H", "C", "H", "C", "H", "H", "H", "C", "H", "C"],
  "xyz": [[-0.67446, -0.91950, 1.13349], [0.81448, 2.07882, -1.26992], [-3.18578, -0.17497, -0.20102], [0.18129, 1.70990, -0.55761], [-2.27309, 0.76831, -1.41217], [-1.19025, -1.44552, -0.92672], [-1.13764, -1.58384, 1.85371], [1.56316, -0.00138, 1.96641], [1.42735, -0.31053, -1.22573], [2.41538, 0.11665, -1.04014], [-1.08439, -0.59535, -0.24035], [2.21666, 0.84342, 1.78712], [0.42691, -0.13635, 1.25557], [-2.18104, 1.20226, 0.29522], [1.19197, -0.18615, -2.28572], [1.47339, -1.37796, -1.00464], [-2.25402, 0.36588, -0.39715], [1.89871, -0.76498, 2.65880], [0.37137, 0.41127, -0.38916]],
  "mulliken_charge": [-0.55, 0.25, 0.41, -0.76, 0.34, 0.39, 0.41, -1.03, -1.52, 0.39, -0.04, 0.33, 0.11, 0.34, 0.40, 0.39, -1.38, 0.30, 1.22],
  "homo_ha": [-0.2868, -0.3085],
  "de_lowest_kcal_mol": 119.9,
  "e_tot_ev": -8922.5314,
  "orbital_gap_ev": [7.18, 7.88],
  "spin_multiplicity": 1
}

---

No. 8
{
  "formula": "C7H11N",
  "method": "wB97M-V/def2-TZVPD",
  "symbols": ["C", "C", "C", "H", "H", "H", "H", "C", "C", "C", "H", "H", "H", "H", "N", "H", "H", "C", "H"],
  "xyz": [[0.17353, 1.36054, -0.38049], [1.03051, 0.03536, -0.19824], [-1.18023, -0.45133, 0.79568], [0.12589, 2.02095, -1.36445], [3.16621, 0.33477, -0.37806], [2.71929, 0.07672, 1.36293], [1.66872, -1.84978, -0.77684], [-1.32508, 0.80901, -0.00576], [0.66030, -1.31582, -0.75038], [-1.98832, -0.28785, -0.34090], [-3.12043, 0.26299, -0.21812], [0.92970, -1.24723, 1.40607], [0.31227, 2.09308, 0.45575], [-2.08078, -0.98955, -1.31359], [2.32058, 0.45976, 0.22834], [-0.00947, -1.39111, -1.54823], [-1.89466, 1.57603, 0.69542], [0.23850, -0.92352, 0.58977], [-1.74655, -0.57299, 1.74108]],
  "mulliken_charge": [-0.67, 0.60, -0.52, 0.24, 0.28, 0.28, 0.28, -0.06, -0.99, -0.61, 0.24, 0.43, 0.27, 0.19, -0.56, 0.24, 0.24, -0.28, 0.41],
  "homo_ha": -0.3209,
  "de_lowest_kcal_mol": 146.9,
  "e_tot_ev": -8921.3566,
  "orbital_gap_ev": 9.72,
  "smiles": "N[C@]12C[C@H]3C[C@H]3[C@H]1C2",
  "spin_multiplicity": 1
}

---

No. 9
{
  "formula": "C7H11N",
  "method": "wB97M-V/def2-TZVPD",
  "symbols": ["N", "H", "H", "C", "C", "H", "C", "C", "H", "C", "H", "H", "H", "H", "C", "C", "H", "H", "H"],
  "xyz": [[-1.29713, 0.67516, 1.24473], [2.45876, -0.69713, 0.27925], [-0.80954, -1.96276, -0.77257], [-0.33534, 0.89887, -0.86806], [0.51593, -0.17491, -0.18816], [-0.57987, 0.60547, -1.95658], [-1.67224, 0.72752, -0.23700], [0.19681, 0.55113, 1.26399], [2.41974, 1.05672, -0.72753], [2.06595, -0.10969, -0.63416], [1.01579, 1.56189, 1.56113], [2.22940, -0.93057, -1.40048], [0.28158, -0.29185, 2.00638], [-2.45740, 1.17142, -0.41074], [-1.57720, -0.40297, 0.41366], [-0.27465, -1.32925, 0.06149], [-2.36677, -1.05442, 0.68652], [0.13698, -2.10794, 0.75910], [0.04919, 1.81333, -1.08096]],
  "mulliken_charge": [-0.61, 0.31, 0.31, -0.94, 0.45, 0.31, -0.98, -0.46, 0.27, -1.23, 0.24, 0.34, 0.39, 0.74, 0.26, -0.80, 0.51, 0.32, 0.56],
  "homo_ha": -0.3419,
  "de_lowest_kcal_mol": 142.5,
  "e_tot_ev": -8921.5512,
  "orbital_gap_ev": 10.17,
  "smiles": "C[C@]12C[C@@H]3[C@H](C1)N3C2",
  "spin_multiplicity": 1
}

---

No. 10
{
  "formula": "C7H11N",
  "method": "wB97M-V/def2-TZVPD",
  "symbols": ["H", "C", "H", "H", "C", "H", "H", "C", "C", "N", "H", "H", "C", "H", "H", "H", "C", "C", "H"],
  "xyz": [[0.06856, 0.78012, 2.16071], [1.12354, 1.22215, -1.36518], [1.66216, 1.28818, -2.41541], [-1.93159, -2.36319, -1.25093], [1.52262, 0.46698, 0.82474], [-0.55584, 2.20438, -1.91020], [2.98168, 0.27046, -0.69017], [1.97990, 0.46749, -0.40860], [-0.60920, 1.68066, 0.21234], [-1.65950, -1.43321, -0.41467], [-1.15399, -0.96041, 1.47780], [-0.79762, -0.82233, -1.02760], [-1.15705, -1.98698, 0.76453], [1.91083, -0.14651, 1.60232], [-1.93226, -2.69575, 0.97035], [-1.60780, 1.78321, 0.70755], [0.26881, 1.10655, 1.07065], [-0.04258, 1.74765, -1.03917], [-0.07066, -2.60946, 0.73093]],
  "mulliken_charge": [0.34, -0.33, 0.21, 0.26, -0.39, 0.26, 0.41, -0.39, -0.28, -0.56, 0.10, 0.21, -0.53, 0.39, 0.40, 0.30, -0.30, -0.23, 0.14],
  "homo_ha": -0.3324,
  "de_lowest_kcal_mol": 107.7,
  "e_tot_ev": -8923.0593,
  "orbital_gap_ev": 10.02,
  "spin_multiplicity": 1
}

---

No. 11
{
  "formula": "C7H11N",
  "method": "wB97M-V/def2-TZVPD",
  "symbols": ["H", "C", "H", "N", "C", "H", "C", "C", "H", "C", "C", "H", "H", "H", "H", "H", "H", "C", "H"],
  "xyz": [[0.51615, -2.25791, -0.33991], [0.70276, 2.01808, 0.44755], [1.79157, 0.52288, -2.13823], [0.57866, 1.48059, 1.69949], [0.52844, 1.00345, -0.45825], [0.05014, 0.59176, -2.50673], [0.85809, 1.02881, -1.91904], [-0.25617, -1.49573, -0.22558], [1.02760, 2.04456, -2.28630], [-1.57112, -1.96501, 0.37651], [0.19521, -0.16410, 0.27317], [-2.36537, -1.29409, 0.04620], [-1.65274, -1.82239, 1.45232], [1.11502, 3.00339, 0.27745], [0.28622, -0.54323, 2.40082], [-1.88155, -2.96893, 0.09598], [0.38659, 2.07714, 2.49413], [0.17661, 0.18127, 1.61053], [-0.48609, -1.44055, -1.30011]],
  "mulliken_charge": [0.37, -0.78, 0.29, -0.11, 0.53, 0.31, -1.30, -0.47, 0.36, -1.22, 0.42, 0.34, 0.30, 0.40, 0.39, 0.35, 0.24, -0.64, 0.22],
  "homo_ha": -0.2950,
  "de_lowest_kcal_mol": 17.4,
  "e_tot_ev": -8926.9751,
  "orbital_gap_ev": 9.10,
  "smiles": "CCc1c[nH]cc1C",
  "spin_multiplicity": 1
}